DFT (wB97M-V/def2-TZVPD) results for a molecular structure, C17H24N4O3.

Each line ends with the Löwdin charge.
Atoms and positions in Å:
C: 3.084 0.517 2.587  -0.052
C: 2.416 -0.145 3.662  -0.233
H: 3.025 0.002 4.528  0.139
O: 2.499 -1.575 3.560  0.007
C: 1.560 -1.980 2.801  -0.423
O: 2.030 -3.351 2.166  -0.131
C: 3.016 -3.245 1.286  -0.324
C: 2.850 -2.364 -0.117  -0.086
H: 3.586 -2.610 -0.875  0.043
H: 2.636 -1.307 -0.006  0.030
H: 1.906 -2.927 -0.568  0.085
H: 3.679 -4.159 0.971  0.128
H: 3.931 -2.404 1.791  0.149
C: 0.307 -2.641 3.311  -0.125
H: 0.065 -1.702 4.111  0.162
H: 0.454 -3.601 4.031  0.166
C: -0.975 -2.866 2.486  -0.280
N: -1.337 -1.793 1.747  0.013
C: -0.989 -1.451 0.246  -0.275
O: -0.591 -2.452 -0.411  0.029
C: -1.407 -0.137 0.002  -0.308
C: -1.501 0.134 -1.326  0.131
N: -1.973 1.534 -1.279  0.029
C: -2.316 1.622 0.117  -0.168
N: -1.698 0.865 0.764  0.136
H: -2.668 2.756 0.485  0.191
C: -2.312 2.584 -2.125  -0.108
N: -1.695 2.048 -3.569  0.180
C: -2.000 2.714 -4.442  -0.402
C: -2.601 4.078 -4.432  -0.054
C: -2.848 4.558 -3.272  -0.101
C: -2.703 3.839 -2.012  -0.037
H: -3.121 4.083 -1.158  0.045
H: -3.441 5.584 -2.989  0.168
H: -2.650 4.700 -5.244  0.082
C: -1.388 2.183 -5.982  -0.015
H: -0.605 3.053 -6.238  0.105
H: -2.457 1.976 -6.560  0.116
H: -1.007 1.241 -5.658  0.011
H: -1.156 -0.244 -2.285  0.137
H: -1.836 -0.997 2.198  0.126
H: -0.517 -3.893 1.652  0.223
H: -1.678 -3.417 3.024  0.076
H: 1.247 -1.402 2.036  0.106
H: 1.586 0.072 3.923  0.025
H: 2.513 0.577 1.647  0.082
H: 4.046 0.241 2.499  0.043
H: 3.033 1.705 2.916  0.158

HOMO level: -8.3089 eV
Frontier orbital gap: 8.011 eV
Energy relative to the best compared isomer or geometry (same formula, charge and spin): 369.1 kcal per mole